Entry 1:
Entry from OMol25: a cluster of 6 separate species, C12H32BF4N2O6S3 in total (ωB97M-V/def2-TZVPD).

Results
- HOMO level (eV) = -10.983
- DFT total energy (Ha) = -2655.996839

ORCA input file:
```
! wB97M-V def2-TZVPD RIJCOSX def2/J DEFGRID3
* xyz 1 1
N 25.38403 17.77769 -4.70712
H 25.28924 18.75765 -4.93251
H 25.85656 17.75947 -3.81466
H 26.00967 17.31624 -5.35190
H 24.49032 17.34997 -4.51108
N 22.67130 14.67036 -9.34562
H 21.83188 14.56732 -8.79348
H 22.86147 15.65505 -9.46525
H 22.70835 14.18189 -10.22885
H 23.48016 14.16049 -9.02024
B 20.53940 16.41170 -4.63843
F 21.73914 15.64126 -4.42425
F 19.57394 15.81269 -3.91479
F 20.84441 17.68319 -4.23560
F 20.20501 16.28757 -5.88620
C 22.16790 20.90628 3.06830
C 22.16528 19.51100 2.61717
C 22.29465 19.46575 1.06227
S 23.29700 20.86419 0.50162
O 22.55373 21.84025 -0.27881
O 24.62708 20.34287 0.01726
C 23.28833 21.57259 2.26155
H 22.50796 21.03332 4.09609
H 21.19574 21.38877 2.96716
H 21.31195 18.92216 2.95365
H 23.06266 19.07359 3.05476
H 21.33655 19.63916 0.57229
H 22.56624 18.56645 0.50948
H 23.09256 22.63671 2.12952
H 24.28365 21.33251 2.63543
C 15.50111 10.56206 -1.08092
C 16.23366 10.17223 -2.39035
C 15.63345 8.78995 -2.70286
S 13.78759 8.72802 -2.14796
O 13.57668 7.63966 -1.20625
O 12.93853 8.80605 -3.27608
C 14.06095 10.35040 -1.35792
H 15.90460 11.54285 -0.82919
H 15.87999 9.98649 -0.23638
H 17.30022 10.34002 -2.53994
H 16.00039 10.91939 -3.14892
H 16.08125 7.96967 -2.14187
H 15.61382 8.50852 -3.75573
H 13.32708 10.60278 -0.59252
H 13.81902 11.05815 -2.15080
C 14.23258 18.71721 -6.07827
C 14.40570 19.86571 -5.06197
C 14.58509 19.44662 -3.60445
S 13.67684 17.79519 -3.38896
O 12.28000 18.12431 -3.42179
O 14.32634 16.84998 -2.49840
C 14.27416 17.39282 -5.15950
H 14.97696 18.66450 -6.87276
H 13.24181 18.73849 -6.53217
H 13.64356 20.61941 -5.25990
H 15.21207 20.47242 -5.47399
H 14.25570 20.29706 -3.00750
H 15.66234 19.34095 -3.47623
H 13.92821 16.48679 -5.65702
H 15.29452 17.02446 -5.05327
*
```

Entry 2:
Entry from OMol25: the molecule C3H5B (ωB97M-V/def2-TZVPD).

Results
- energy relative to the best compared isomer or geometry (same formula, charge and spin) (kJ/mol) = 226.3
- SMILES = C1B2CC12
- HOMO level (eV) = -8.692
- DFT total energy (Ha) = -141.984541

ORCA input file:
```
! wB97M-V def2-TZVPD RIJCOSX def2/J DEFGRID3
* xyz 0 1
B -0.24447 1.26946 0.03211
C -1.35042 0.24970 -0.15784
C 1.23489 0.52645 -0.11787
C 0.03861 -0.04955 0.68447
H -2.05483 0.39160 0.64719
H -1.62350 -0.23734 -1.15567
H 1.57977 0.00621 -1.09215
H 2.24498 0.92543 0.36587
H 0.06181 -0.91773 1.25105
*
```

Entry 3:
Entry from OMol25: a structure of composition C35H30AuCl4NO2Sb2 (ωB97M-V/def2-TZVPD).

Results
- HOMO level (alpha / beta) (eV) = -7.919 / -8.078
- DFT total energy (Ha) = -4013.794683

ORCA input file:
```
! wB97M-V def2-TZVPD RIJCOSX def2/J DEFGRID3
* xyz 0 3
Au -0.30165 2.04725 1.59526
C -2.07946 -1.93006 1.68542
C -1.00396 -2.86121 1.12483
C 0.41776 -2.37680 1.39753
Sb 1.07723 -0.49594 0.58489
C 2.96368 -0.58184 1.59706
C 2.95768 -0.55264 2.99119
C 4.14544 -0.62399 3.70470
C 5.35574 -0.71720 3.03213
C 5.37162 -0.74407 1.64532
C 4.18186 -0.67974 0.93089
C 1.76167 -1.16468 -1.32463
C 2.40768 -0.27259 -2.17809
C 2.86949 -0.68344 -3.42021
C 2.68073 -1.99593 -3.82965
C 2.02737 -2.88948 -2.99452
C 1.56770 -2.47485 -1.75107
Sb -2.90625 -0.37201 0.43405
C -1.87888 -0.67416 -1.43721
C -2.00478 -1.83763 -2.19395
C -1.42246 -1.93442 -3.45026
C -0.70620 -0.86629 -3.97129
C -0.58487 0.30329 -3.23644
C -1.17191 0.39772 -1.98149
C -4.61869 -1.47047 -0.27664
C -5.47851 -0.80007 -1.14681
C -6.56742 -1.44344 -1.71433
C -6.81830 -2.77643 -1.41671
C -5.97648 -3.45414 -0.54979
C -4.88438 -2.80425 0.01593
H -1.71039 -1.42013 2.57232
H -2.96939 -2.48428 1.98578
H -1.15565 -3.03895 0.05703
H -1.09816 -3.84069 1.60664
H 1.16136 -3.10041 1.05816
H 0.56365 -2.23767 2.47129
H 2.02366 -0.48813 3.53897
H 4.12140 -0.60549 4.78678
H 6.28328 -0.77085 3.58723
H 6.31196 -0.82342 1.11446
H 4.21494 -0.71547 -0.15179
H 2.54895 0.76113 -1.88104
H 3.37218 0.02241 -4.06941
H 3.03865 -2.31945 -4.79864
H 1.86983 -3.91264 -3.31162
H 1.05253 -3.18826 -1.11998
H -2.58939 -2.67024 -1.81863
H -1.52935 -2.84641 -4.02418
H -0.24718 -0.94494 -4.94845
H -0.03691 1.14551 -3.64081
H -1.07508 1.32236 -1.42286
H -5.29491 0.24073 -1.39348
H -7.22200 -0.90506 -2.38788
H -7.66776 -3.28191 -1.85744
H -6.16504 -4.49367 -0.31233
H -4.24069 -3.36372 0.68284
Cl -0.90797 3.34072 4.71505
C 0.45372 2.20208 4.78168
Cl 1.81480 2.77715 3.78593
C 0.03442 0.78728 4.34309
O 0.13073 -0.08582 5.18179
O -0.37580 0.61664 3.13590
H 0.79791 2.16575 5.80742
Cl -1.96375 6.00703 -0.00398
C -0.24961 5.89975 -0.09953
C 0.48684 7.01313 -0.41814
C 1.87413 6.92077 -0.49970
C 2.52272 5.71217 -0.26769
C 1.79655 4.58543 0.04021
Cl 2.64189 3.11643 0.35278
C 0.36739 4.63021 0.15258
N -0.40114 3.60817 0.46320
H -0.02073 7.94996 -0.59713
H 2.45611 7.79916 -0.73988
H 3.59986 5.64315 -0.32269
*
```

Entry 4:
Entry from OMol25: a cluster of 2 separate species, C5H16N2O in total (ωB97M-V/def2-TZVPD).

Results
- energy relative to the best compared isomer or geometry (same formula, charge and spin) (kJ/mol) = 365.2
- SMILES = CNCCCCN.O
- HOMO level (eV) = -8.255
- DFT total energy (Ha) = -384.718986

ORCA input file:
```
! wB97M-V def2-TZVPD RIJCOSX def2/J DEFGRID3
* xyz 0 1
C 0.45452 0.25997 0.94375
N 1.73312 0.49373 0.37958
C 2.08617 1.79685 -0.26364
C -0.67205 0.64863 -0.05987
C -0.37684 0.06152 -1.43853
C -0.39038 -1.46624 -1.25925
N -1.87340 -1.68635 -1.18727
H 0.40987 0.93927 2.02653
H 0.42473 -0.74791 1.30757
H 2.22655 -0.38700 0.11636
H 1.45107 2.59428 0.13677
H 1.96208 1.87364 -1.27090
H 3.16007 2.05692 -0.05390
H -0.76361 1.66439 -0.14496
H -1.63552 0.28589 0.50526
H 0.50285 0.17952 -2.19068
H -1.34227 0.49200 -1.98051
H 0.19033 -2.08378 -1.96880
H 0.24201 -1.68611 -0.36821
H -2.08646 -2.56243 -1.48083
H -2.20697 -1.50627 -0.27395
H -1.83079 -0.84635 2.64916
H -0.73520 0.26366 2.75063
O -0.92989 -0.63783 3.12570
*
```

Entry 5:
Entry from OMol25: a structure of composition C31H29BrClCoN4O3 (ωB97M-V/def2-TZVPD).

Results
- energy relative to the best compared isomer or geometry (same formula, charge and spin) (kJ/mol) = 76.6
- HOMO level (alpha / beta) (eV) = -2.554 / -2.565
- DFT total energy (Ha) = -6060.519744

ORCA input file:
```
! wB97M-V def2-TZVPD RIJCOSX def2/J DEFGRID3
* xyz -1 2
Co -0.57260 -0.99155 -0.90526
O -0.91748 -4.50258 -2.81697
C -0.98279 -3.47775 -2.13073
N -0.20458 -2.40934 -2.11030
C 0.92280 -2.31458 -3.02231
C 1.28623 -0.86736 -3.10871
C 1.85533 -0.26162 -4.18563
C 1.84910 1.13162 -4.38847
C 0.90716 1.80849 -3.59434
C 0.29752 1.23689 -2.52279
N 0.87737 -0.01104 -1.95087
C -2.10873 -3.32351 -1.12485
C -3.18619 -4.18901 -1.09279
C -4.18083 -3.96574 -0.15723
C -4.05318 -2.90359 0.72443
C -2.94310 -2.07965 0.63169
N -1.99295 -2.28541 -0.28543
H 0.67474 -2.73346 -4.00116
H 1.73450 -2.95154 -2.63464
H 2.24622 -0.91341 -4.96502
H 2.30363 1.58592 -5.25612
H 0.56124 2.79923 -3.88095
H -0.47386 1.69508 -1.94189
H -3.20203 -5.00328 -1.80324
H -5.04981 -4.61150 -0.11580
H -4.80270 -2.69838 1.47643
H -2.79018 -1.22384 1.27769
Cl 4.43635 1.71841 0.15804
C 4.07970 -0.00192 0.20248
C 4.95015 -0.80106 0.92663
C 4.70129 -2.15981 1.02610
C 3.57434 -2.68309 0.40719
C 2.72063 -1.86133 -0.31104
C 2.95144 -0.49431 -0.45133
C 2.07596 0.46972 -1.20838
H 5.80933 -0.34993 1.40485
H 5.37514 -2.79585 1.58569
H 3.34881 -3.73923 0.48612
H 1.82600 -2.28439 -0.73820
H 2.70052 0.97948 -1.95128
H 1.72809 1.24868 -0.52353
Br -3.71539 5.00896 -2.82915
C -3.46233 4.32327 -1.07920
C -3.84629 5.09431 0.00638
C -3.66420 4.58623 1.28467
C -3.10854 3.32773 1.46616
C -2.71962 2.57048 0.36958
C -2.89790 3.07029 -0.91761
C -2.09015 1.20244 0.58166
O -1.63041 0.67699 -0.47897
O -2.06867 0.75088 1.73576
H -4.28073 6.07215 -0.15001
H -3.96152 5.18062 2.13983
H -2.96827 2.90818 2.45361
H -2.59442 2.47468 -1.76723
C -0.13199 0.18982 4.25255
C 0.92872 0.49662 3.19182
C 2.31609 0.02751 3.64066
C 0.94793 1.99483 2.86142
C 0.57949 -0.21576 1.94804
N 0.34728 -0.73116 0.95324
H -0.06202 -0.84760 4.58351
H -1.13195 0.36805 3.86035
H 0.04134 0.84181 5.11166
H 3.06877 0.22755 2.87724
H 2.32266 -1.04210 3.85242
H 2.58371 0.56765 4.55153
H 1.19651 2.54655 3.77059
H -0.02664 2.32686 2.50247
H 1.69596 2.21772 2.09892
*
```

Entry 6:
Entry from OMol25: a structure of composition C22H27Cl3N4OS2V (ωB97M-V/def2-TZVPD).

Results
- HOMO level (alpha / beta) (eV) = -12.901 / -12.901
- DFT total energy (Ha) = -4269.219667

ORCA input file:
```
! wB97M-V def2-TZVPD RIJCOSX def2/J DEFGRID3
* xyz 2 2
V 0.39371 -1.98426 1.32149
C 2.38029 -3.69493 2.78824
C 1.85738 -4.46706 1.58325
N 0.40145 -4.17636 1.38664
C -0.44539 -4.79889 2.45647
C -1.59611 -3.91152 2.88652
S -1.07524 -2.19230 3.15112
C 0.15331 -2.33693 4.49814
C 1.48995 -1.75054 4.08217
N 1.94901 -2.26234 2.75448
H 3.46748 -3.75803 2.83298
H 2.00907 -4.12973 3.71423
H 2.03030 -5.53590 1.72867
H 2.37803 -4.17605 0.66662
H 0.12889 -4.58031 0.49240
H 0.19630 -5.00702 3.30967
H -0.81554 -5.76639 2.11152
H -2.07502 -4.30568 3.78328
H -2.36811 -3.83532 2.11837
H 0.22924 -3.38497 4.78544
H -0.22020 -1.80112 5.37021
H 2.23072 -1.97307 4.85632
H 1.42210 -0.66587 3.99025
H 2.75606 -1.70112 2.49766
Cl -0.93491 -2.92297 -3.32161
C -0.61502 -1.24040 -3.05228
C -1.58922 -0.43767 -2.47929
C -1.28985 0.89369 -2.24044
C -0.04740 1.44692 -2.54850
C 0.22547 2.86072 -2.08687
C 1.29318 2.89924 -0.98233
N 0.86685 1.99487 0.09882
C -0.02269 2.25245 1.12415
C -0.26957 1.06568 1.72259
N 0.44584 0.06602 1.06492
C 1.11832 0.69534 0.09572
O 0.60491 3.71198 -3.13373
C 0.01023 5.02049 -3.03089
C -1.47921 4.95093 -3.07838
C -2.30732 5.16156 -2.01640
Cl -1.83104 5.55864 -0.40006
S -3.96155 4.95160 -2.37872
C -3.57412 4.53213 -3.99683
C -2.23780 4.57411 -4.23180
C 0.88413 0.61603 -3.16625
Cl 2.46028 1.20249 -3.60132
C 0.61625 -0.72194 -3.41962
H -2.56172 -0.84464 -2.24182
H -2.04466 1.53268 -1.79577
H -0.71141 3.19944 -1.63081
H 1.41493 3.90289 -0.57928
H 2.25888 2.54182 -1.32926
H -0.40228 3.24200 1.31119
H -0.92451 0.84987 2.54937
H 1.76063 0.23038 -0.63797
H 0.42342 5.58483 -3.86373
H 0.34039 5.50039 -2.10514
H -4.36383 4.30648 -4.69363
H -1.79225 4.36175 -5.19235
H 1.35894 -1.34407 -3.89783
*
```

What did the fourth record say?
Entry from OMol25: a cluster of 2 separate species, C5H16N2O in total (ωB97M-V/def2-TZVPD).

Results
- energy relative to the best compared isomer or geometry (same formula, charge and spin) (kJ/mol) = 365.2
- SMILES = CNCCCCN.O
- HOMO level (eV) = -8.255
- DFT total energy (Ha) = -384.718986

ORCA input file:
```
! wB97M-V def2-TZVPD RIJCOSX def2/J DEFGRID3
* xyz 0 1
C 0.45452 0.25997 0.94375
N 1.73312 0.49373 0.37958
C 2.08617 1.79685 -0.26364
C -0.67205 0.64863 -0.05987
C -0.37684 0.06152 -1.43853
C -0.39038 -1.46624 -1.25925
N -1.87340 -1.68635 -1.18727
H 0.40987 0.93927 2.02653
H 0.42473 -0.74791 1.30757
H 2.22655 -0.38700 0.11636
H 1.45107 2.59428 0.13677
H 1.96208 1.87364 -1.27090
H 3.16007 2.05692 -0.05390
H -0.76361 1.66439 -0.14496
H -1.63552 0.28589 0.50526
H 0.50285 0.17952 -2.19068
H -1.34227 0.49200 -1.98051
H 0.19033 -2.08378 -1.96880
H 0.24201 -1.68611 -0.36821
H -2.08646 -2.56243 -1.48083
H -2.20697 -1.50627 -0.27395
H -1.83079 -0.84635 2.64916
H -0.73520 0.26366 2.75063
O -0.92989 -0.63783 3.12570
*
```